(1)
{
  "formula": "C33H82N24O17Si2",
  "method": "the ωB97M-V functional and the def2-TZVPD basis",
  "elements": ["H", "H", "N", "N", "C", "H", "H", "N", "C", "N", "H", "H", "H", "H", "H", "H", "C", "C", "O", "H", "H", "C", "H", "C", "H", "O", "O", "C", "H", "C", "C", "C", "H", "H", "H", "H", "N", "H", "H", "C", "H", "C", "O", "H", "H", "H", "O", "H", "C", "H", "N", "N", "H", "H", "Si", "H", "O", "O", "H", "C", "H", "H", "H", "H", "N", "H", "C", "C", "H", "H", "N", "N", "N", "C", "N", "C", "O", "N", "N", "O", "H", "Si", "H", "C", "H", "H", "H", "H", "C", "H", "C", "H", "O", "H", "H", "H", "N", "C", "C", "N", "N", "H", "H", "H", "O", "H", "H", "H", "C", "H", "O", "H", "H", "H", "C", "N", "H", "H", "O", "H", "H", "N", "C", "N", "N", "C", "H", "H", "H", "N", "C", "C", "C", "N", "C", "H", "H", "N", "H", "O", "H", "H", "H", "H", "H", "O", "C", "O", "H", "H", "H", "H", "C", "H", "H", "H", "H", "O"],
  "coordinates": [[-1.91, -5.25, -1.99], [3.45, 6.67, 2.33], [5.25, 8.74, -7.02], [5.63, -1.82, -4.29], [-14.57, -4.91, 1.55], [0.94, 5.80, 3.95], [1.89, -0.77, -3.28], [5.82, 0.38, -3.78], [-10.44, -3.93, 0.06], [2.77, 4.93, 0.67], [-1.17, -3.62, -5.28], [-2.69, -3.03, -4.21], [0.53, -9.06, -3.88], [3.01, 5.80, 0.24], [-0.13, -9.21, -1.11], [8.96, 6.29, 8.60], [2.11, -9.37, -0.55], [5.12, -0.12, 3.46], [1.81, -9.85, 0.83], [4.03, -4.47, -0.86], [5.50, 7.39, -2.99], [8.60, 8.34, 8.47], [2.44, -10.61, 1.06], [5.50, 7.92, 4.79], [0.83, -10.56, -2.01], [-3.30, 5.47, 5.71], [-9.46, -2.58, -2.02], [-0.58, -2.85, -3.17], [-14.36, -5.72, -0.28], [-1.00, 3.05, 1.57], [2.14, 0.97, -1.58], [3.98, 6.07, -2.92], [3.57, -6.14, -0.13], [-9.51, -7.76, -2.16], [3.64, 4.90, -4.61], [0.47, -3.38, -3.32], [9.80, 8.61, 9.00], [-10.73, -7.76, 0.41], [1.16, -1.64, -1.77], [-3.23, 4.38, 6.25], [-11.27, -5.42, 1.84], [3.19, -5.31, -0.87], [6.03, -0.75, 3.97], [-0.23, -1.06, -4.55], [4.09, 7.48, -8.84], [3.14, 1.61, 0.45], [7.59, -0.75, -4.60], [0.12, -6.34, -1.48], [1.15, -8.53, -3.00], [6.38, 1.22, -3.73], [-0.21, 7.01, 6.66], [-15.04, -5.40, 0.40], [-9.30, -5.70, -4.61], [4.82, -7.50, -2.35], [0.62, -6.65, -2.81], [4.86, 0.41, -3.49], [-13.37, -4.83, 1.80], [3.36, -8.98, -0.77], [-5.11, 3.79, 5.81], [-9.74, -3.92, -1.44], [-1.38, -0.65, -3.02], [7.43, 6.78, 7.94], [3.98, 6.91, 5.65], [0.10, 7.39, 7.54], [4.95, 1.20, 3.65], [-3.65, -6.32, -5.12], [6.42, -0.73, -4.25], [2.80, 4.72, 2.00], [-0.92, -3.12, -2.07], [6.83, 8.90, 6.05], [8.32, 7.03, 8.33], [6.57, 8.67, 5.11], [4.19, -0.70, 2.67], [5.29, 7.40, -7.14], [5.01, 6.68, -3.52], [0.73, 6.61, 5.79], [-1.07, 4.14, 1.03], [4.79, 7.48, 5.84], [-2.03, 2.18, 1.58], [2.87, 1.58, -2.51], [0.90, 3.25, 2.21], [-1.93, -5.39, -3.46], [5.32, 6.47, -4.46], [2.66, 0.65, -0.04], [4.60, 5.90, -8.30], [-10.66, -2.93, 0.64], [3.43, -0.20, 2.24], [5.03, 7.68, 6.80], [-1.64, -3.59, -4.19], [4.20, 1.73, 3.25], [0.96, -0.79, -2.56], [-3.90, -6.99, -3.36], [5.20, 7.66, 3.64], [4.41, -6.77, -4.14], [-0.72, 6.04, 4.41], [5.75, 9.15, -6.25], [2.04, -5.66, -3.29], [-4.88, -4.85, -3.80], [-9.74, -6.74, -1.60], [0.26, 6.11, 4.63], [4.60, 6.91, -8.18], [5.42, -5.79, -2.86], [-1.33, 4.58, 6.89], [-6.60, -4.39, -2.35], [1.93, 6.69, 6.03], [0.18, 1.72, 2.65], [7.13, 9.03, 4.35], [2.28, -8.59, -3.35], [-3.72, -6.01, -3.97], [-4.38, -3.98, -3.15], [3.63, 6.34, -1.78], [-5.16, -4.34, -4.83], [10.46, 7.90, 9.28], [-2.88, 2.46, 1.12], [-0.42, -1.23, -3.41], [-2.12, 3.95, 6.88], [2.47, 4.16, 0.09], [-2.05, 3.06, 7.33], [2.49, 3.65, 2.51], [1.73, 0.34, 0.63], [-8.45, -4.03, -4.02], [-7.30, -5.96, -3.82], [-10.44, -6.74, -0.09], [3.20, 5.78, 2.73], [0.11, 2.62, 2.20], [-6.22, -5.33, -2.98], [2.58, 4.65, -3.25], [-5.86, -6.13, -2.17], [4.67, -1.83, -4.01], [-15.51, -4.51, 2.42], [4.52, -6.56, -2.99], [3.12, -5.83, -2.45], [-9.34, -5.28, -2.31], [3.36, 5.14, -3.67], [-8.60, -5.19, -3.80], [-16.50, -4.57, 2.24], [6.05, -2.68, -4.64], [-4.26, 3.51, 6.27], [5.62, 1.67, 4.25], [0.76, 0.55, -1.97], [-1.99, 1.27, 2.02], [-15.20, -4.13, 3.31], [-10.24, -1.99, -1.76], [4.29, -1.69, 2.50], [3.24, 5.67, 3.73], [-0.64, -6.42, -4.06], [0.89, -9.42, -1.65], [7.81, 9.21, 8.13], [4.75, 9.34, -7.66], [-6.96, -6.16, -4.79], [-1.20, 6.95, 6.48], [2.18, -4.80, -0.55], [-10.79, -5.37, 0.77], [3.50, -0.19, -0.04], [-16.02, -5.48, 0.18], [-4.22, 2.61, 6.71], [10.05, 9.58, 9.12], [5.90, 6.69, -6.35]],
  "homo_lumo_gap_ev": 8.0,
  "e_homo_ha": -0.289
}

***

(2)
{
  "formula": "C26H46BrNNaO6Si",
  "method": "the ωB97M-V functional and the def2-TZVPD basis",
  "elements": ["H", "C", "H", "C", "N", "H", "C", "H", "C", "H", "H", "C", "O", "H", "H", "H", "C", "H", "C", "H", "C", "H", "C", "H", "H", "C", "H", "H", "H", "C", "H", "C", "C", "H", "H", "O", "H", "H", "C", "O", "Si", "H", "C", "H", "H", "H", "H", "C", "H", "O", "C", "H", "C", "H", "H", "C", "H", "O", "H", "C", "H", "H", "H", "H", "C", "Br", "C", "H", "H", "H", "H", "H", "H", "Na", "H", "H", "C", "C", "O", "H", "C", "C"],
  "coordinates": [[11.13, 12.95, 11.41], [5.77, 11.60, 9.18], [9.19, 11.07, 5.91], [8.46, 12.98, 10.92], [12.22, 9.48, 13.34], [11.65, 11.76, 10.28], [12.03, 7.28, 12.38], [8.95, 13.78, 11.52], [7.12, 5.82, 10.71], [5.17, 10.58, 13.44], [5.61, 10.58, 9.51], [5.99, 6.50, 11.51], [7.18, 9.91, 13.29], [5.51, 10.42, 7.04], [5.88, 6.06, 12.51], [6.91, 5.96, 9.61], [10.75, 12.07, 10.86], [7.67, 6.29, 13.74], [9.62, 8.85, 7.35], [8.58, 8.70, 6.98], [7.13, 12.71, 7.48], [4.93, 11.94, 8.54], [10.07, 11.12, 6.35], [14.73, 11.24, 14.80], [7.22, 13.59, 8.14], [5.24, 8.62, 12.47], [12.08, 9.58, 7.73], [5.92, 12.32, 10.01], [10.53, 11.31, 11.63], [14.18, 10.38, 14.41], [14.48, 7.06, 13.57], [14.11, 8.08, 13.61], [5.85, 9.97, 12.80], [5.04, 6.30, 11.01], [7.01, 9.69, 15.32], [6.15, 7.92, 11.64], [10.23, 8.56, 6.45], [8.01, 12.71, 6.88], [9.02, 5.64, 12.16], [12.13, 6.14, 12.85], [8.72, 10.76, 9.19], [5.00, 7.96, 13.32], [6.57, 10.34, 7.28], [6.19, 12.84, 6.93], [10.25, 12.18, 6.44], [8.00, 12.27, 11.69], [7.64, 13.36, 10.30], [7.02, 11.42, 8.24], [10.24, 14.44, 9.49], [11.44, 7.66, 11.36], [11.40, 10.23, 8.28], [7.05, 4.72, 10.86], [12.86, 10.44, 13.93], [7.09, 10.36, 6.30], [9.85, 8.18, 8.14], [9.52, 12.36, 10.02], [11.41, 9.85, 9.33], [8.98, 7.73, 13.27], [5.86, 10.47, 11.84], [9.99, 10.31, 7.69], [9.29, 13.76, 8.27], [10.10, 5.64, 12.04], [8.57, 4.64, 12.23], [9.24, 5.92, 14.19], [14.76, 9.10, 14.26], [11.88, 12.11, 14.18], [10.01, 13.48, 9.00], [10.83, 10.65, 5.68], [8.80, 7.87, 15.33], [6.76, 9.35, 7.71], [10.86, 13.14, 8.36], [9.47, 9.26, 14.41], [6.65, 8.23, 14.26], [9.42, 8.29, 10.85], [15.74, 8.90, 14.69], [4.29, 8.76, 11.96], [8.69, 6.40, 13.39], [7.33, 9.06, 14.42], [8.44, 6.23, 10.99], [11.87, 11.19, 8.24], [8.72, 8.51, 14.41], [12.86, 8.32, 13.10]],
  "homo_lumo_gap_ev": 4.9,
  "e_homo_ha": -0.109,
  "total_charge": -1
}

***

(3)
{
  "formula": "C3H4O",
  "method": "the ωB97M-V functional and the def2-TZVPD basis",
  "elements": ["C", "O", "H", "C", "H", "H", "H", "C"],
  "coordinates": [[0.47, -0.40, 0.62], [-1.88, 0.85, 0.52], [1.25, 0.10, 1.24], [-0.71, 0.48, 0.33], [-0.37, -0.54, -1.60], [0.85, 0.72, -1.15], [0.22, -1.35, 0.83], [0.17, 0.13, -0.78]],
  "homo_lumo_gap_ev": 9.9,
  "e_homo_ha": -0.338,
  "smiles": "O=C1CC1"
}

***

(4)
{
  "formula": "C43H34Cl2FeN2O2PSSe",
  "method": "the ωB97M-V functional and the def2-TZVPD basis",
  "elements": ["H", "C", "H", "Se", "C", "C", "H", "H", "C", "C", "C", "C", "C", "C", "H", "H", "H", "C", "C", "H", "H", "H", "H", "C", "H", "H", "C", "C", "C", "C", "H", "C", "C", "C", "C", "H", "H", "C", "C", "C", "Cl", "P", "N", "C", "H", "H", "C", "O", "C", "N", "C", "C", "C", "H", "O", "H", "H", "Cl", "H", "S", "C", "H", "C", "C", "H", "C", "H", "H", "C", "C", "H", "H", "H", "C", "C", "C", "C", "C", "H", "H", "Fe", "H", "C", "C", "H", "H", "C"],
  "coordinates": [[5.93, 5.76, 3.71], [-2.39, -2.50, -4.14], [3.74, 5.98, 0.02], [-0.32, -3.55, 0.16], [-1.68, -1.60, -3.35], [6.01, 0.29, -0.57], [-2.58, -7.23, -2.31], [3.34, -0.50, 3.29], [4.33, 3.28, 2.01], [-2.44, 3.49, 0.43], [-3.94, -6.28, -0.95], [-3.41, 1.72, -1.48], [1.41, -0.11, -1.76], [2.97, -0.74, 2.29], [-4.20, -3.62, -4.38], [-1.95, -2.85, -5.07], [-3.91, -1.28, -0.82], [-3.48, -1.60, -1.76], [4.89, 6.03, 1.85], [-3.80, 1.04, -2.23], [-0.67, -5.78, -1.69], [5.11, 7.09, 1.78], [-0.69, -1.27, -3.66], [1.06, 1.83, -3.72], [-5.19, 1.18, 2.82], [3.15, 1.59, -4.11], [-3.60, 0.02, 2.00], [4.00, -0.35, 1.25], [-2.71, -6.45, -1.57], [1.65, -0.02, 2.09], [-1.00, 1.87, -3.11], [-3.04, -4.47, 0.35], [-1.76, 2.31, 0.18], [-1.80, -4.64, -0.27], [4.52, 0.96, 1.21], [3.46, -0.13, -2.36], [-2.06, 4.18, 1.18], [-1.63, -5.64, -1.22], [5.35, 5.30, 2.93], [2.31, 1.27, -3.51], [2.83, 3.35, -0.24], [-1.28, -0.11, -1.00], [4.06, 1.90, 2.13], [-4.35, 0.53, 3.03], [-4.14, 4.71, -0.05], [0.92, 2.59, -4.48], [-0.02, 1.43, -2.95], [1.43, 1.06, 2.60], [-4.10, -5.30, 0.01], [-2.55, -0.80, 2.19], [5.49, -1.00, -0.56], [0.15, 0.46, -1.96], [4.49, -1.30, 0.36], [-3.84, 0.26, 0.97], [0.81, -0.63, 1.29], [-3.15, -3.70, 1.10], [-5.06, -5.17, 0.51], [5.68, 3.04, 4.35], [-4.77, -6.92, -1.21], [-0.85, -2.22, 3.52], [5.54, 1.26, 0.30], [-5.00, 3.14, -1.75], [-2.25, 1.41, -0.78], [-3.98, 0.19, 4.34], [2.81, -1.81, 2.23], [2.48, 0.30, -2.54], [5.96, 2.25, 0.28], [5.85, -1.76, -1.24], [-2.22, -1.14, -2.15], [-2.91, -0.65, 4.55], [-2.60, -0.93, 5.55], [6.80, 0.55, -1.27], [-5.18, -2.82, -2.26], [5.07, 3.94, 3.00], [-4.09, 2.90, -1.21], [-3.61, 3.79, -0.26], [4.13, 5.42, 0.86], [-4.20, -2.47, -2.57], [4.07, -2.30, 0.40], [-0.86, 2.07, 0.73], [-0.82, -1.47, 1.18], [3.22, 1.67, 2.63], [-3.65, -2.93, -3.76], [-2.20, -1.15, 3.45], [-4.53, 0.58, 5.18], [1.55, -0.85, -0.99], [3.85, 4.07, 0.96]],
  "s_squared": 8.7767,
  "homo_lumo_gap_ev": [8.1, 6.1],
  "e_homo_ha": [-0.279, -0.279],
  "multiplicity": 6
}

***

(5)
{
  "formula": "C15H41N3O12P2Sn",
  "method": "the ωB97M-V functional and the def2-TZVPD basis",
  "elements": ["C", "H", "C", "H", "C", "O", "H", "H", "H", "Sn", "N", "H", "H", "H", "O", "H", "O", "C", "H", "O", "H", "H", "H", "H", "O", "C", "H", "O", "H", "O", "O", "H", "H", "P", "C", "H", "O", "N", "O", "H", "H", "O", "H", "H", "H", "H", "C", "P", "H", "N", "C", "H", "C", "H", "C", "H", "C", "H", "H", "H", "H", "O", "H", "C", "H", "H", "H", "H", "C", "H", "H", "C", "C", "H"],
  "coordinates": [[-2.24, -3.34, 1.19], [-2.79, -1.38, -0.35], [-0.08, -4.31, 1.24], [3.63, -4.42, -0.71], [4.16, -2.33, -0.70], [3.58, 0.91, -3.52], [1.58, -2.26, 1.99], [2.69, -0.92, 2.03], [0.91, -4.10, 0.81], [-0.04, -1.33, -1.18], [-2.71, -1.01, 0.63], [-5.05, -1.52, 1.96], [1.60, -1.22, 3.39], [1.19, 4.11, 2.40], [-1.91, -2.08, -3.99], [4.80, -1.64, -0.12], [-0.82, -3.12, 1.17], [1.68, -1.22, 2.29], [5.17, -4.11, 0.06], [1.54, -0.72, -3.48], [-2.46, -4.25, 1.76], [2.25, 1.73, 2.53], [0.77, 2.30, 0.03], [-0.39, 6.12, 0.88], [0.71, -0.50, 1.59], [-2.99, -2.09, 1.57], [-4.69, -3.30, 2.08], [-1.92, 0.02, -2.84], [-0.45, -5.10, 0.58], [2.35, 0.30, -1.35], [-4.17, -1.03, -3.72], [2.85, -0.98, -1.11], [-3.55, 3.44, -0.11], [2.19, 0.57, -2.93], [0.37, 0.78, 2.12], [2.10, 1.46, 0.10], [1.24, 1.81, -3.08], [-0.87, 1.92, -1.31], [-3.01, -2.08, -1.68], [3.79, -3.69, 0.95], [0.64, 3.05, 3.67], [2.83, -1.90, -0.68], [4.11, -2.93, -2.81], [-2.51, -3.69, 0.19], [-3.40, -0.27, 0.67], [-2.47, 2.43, 0.82], [4.72, -2.36, -2.10], [-2.79, -1.26, -3.03], [0.03, -4.77, 2.23], [1.63, 2.24, 0.57], [-0.87, 6.42, -0.06], [-4.87, -2.53, 0.53], [-2.79, 2.66, -0.20], [-2.35, 3.13, -2.18], [1.35, 1.97, 1.94], [-0.16, 1.97, -2.07], [0.67, 3.17, 2.58], [-0.21, 4.02, -0.23], [-0.63, 1.04, 1.77], [4.73, -1.36, -2.55], [-0.15, 6.81, -0.79], [-1.68, 5.45, -0.65], [-0.40, 4.53, -1.95], [4.16, -3.71, -0.08], [-0.37, 3.31, 2.28], [0.19, 0.56, 3.19], [5.74, -2.77, -2.14], [-1.52, 7.24, 0.29], [-0.92, 4.30, -1.02], [-1.44, 1.18, -1.75], [-3.28, 1.71, -0.43], [-4.49, -2.36, 1.54], [-1.77, 3.06, -1.25], [-2.72, -1.80, 2.59]],
  "homo_lumo_gap_ev": 2.7,
  "e_homo_ha": 0.189,
  "total_charge": -4
}

***

(6)
{
  "formula": "C4H4Cl2O2",
  "method": "the ωB97M-V functional and the def2-TZVPD basis",
  "elements": ["C", "Cl", "O", "H", "C", "H", "H", "C", "C", "O", "Cl", "H"],
  "coordinates": [[1.07, -1.20, -0.36], [0.91, 2.38, -0.60], [-1.68, -1.71, -0.67], [-0.65, 1.16, 1.11], [0.14, -0.33, -0.11], [-1.39, 1.28, -0.44], [1.26, 0.64, 1.47], [-1.35, -0.58, -0.28], [0.35, 0.87, 0.61], [-2.10, 0.54, 0.04], [2.76, -0.90, -0.20], [0.66, -2.16, -0.56]],
  "homo_lumo_gap_ev": 9.7,
  "e_homo_ha": -0.384,
  "smiles": "O=C(O)/C(=C/Cl)CCl"
}

***

Number 1: molecular weight 1143.34 g/mol. Number 2: molecular weight 599.63 g/mol. Number 3: molecular weight 56.06 g/mol. Number 4: molecular weight 879.51 g/mol. Number 5: molecular weight 636.16 g/mol. Number 6: molecular weight 154.98 g/mol.